1.
{
  "formula": "C48H64BN12",
  "method": "wB97M-V/def2-TZVPD",
  "elements": ["B", "H", "H", "H", "H", "N", "C", "C", "C", "C", "H", "H", "H", "H", "H", "N", "C", "C", "C", "C", "H", "H", "H", "H", "H", "N", "C", "C", "C", "C", "H", "H", "H", "H", "H", "N", "C", "C", "C", "C", "H", "H", "H", "H", "H", "N", "C", "C", "C", "C", "H", "H", "H", "H", "H", "N", "C", "C", "C", "C", "H", "H", "H", "H", "H", "N", "C", "C", "C", "C", "H", "H", "H", "H", "H", "N", "C", "C", "C", "C", "H", "H", "H", "H", "H", "N", "C", "C", "C", "C", "H", "H", "H", "H", "H", "N", "C", "C", "C", "C", "H", "H", "H", "H", "H", "N", "C", "C", "C", "C", "H", "H", "H", "H", "H", "N", "C", "C", "C", "C", "H", "H", "H", "H", "H"],
  "xyz": [[0.05270, -0.58105, 0.05971], [0.60870, -1.25405, -0.76029], [0.54570, 0.54895, 0.12071], [-1.03330, -0.38605, -0.36529], [-0.04230, -0.85805, 1.19271], [4.40170, 0.97295, 1.40771], [3.71570, 2.17795, 1.36971], [4.59470, 3.26195, 2.01071], [5.85670, 2.59495, 2.38071], [5.73070, 1.15795, 1.94371], [3.95370, 0.19795, 0.95971], [2.76970, 2.32795, 0.95571], [4.39570, 4.27895, 2.00871], [6.74070, 2.91095, 2.80171], [6.19570, 0.24395, 2.11971], [-1.15930, -2.38605, -2.86129], [-1.05930, -3.77305, -2.61929], [-1.29030, -4.33605, -4.02629], [-1.65230, -3.28705, -4.96429], [-1.58630, -2.03505, -4.14429], [-0.72630, -1.70205, -2.29529], [-0.56330, -4.22405, -1.55129], [-1.04430, -5.40405, -4.33429], [-1.68730, -3.46205, -5.92529], [-1.53130, -1.07505, -4.15429], [-1.42230, 4.52095, -0.60829], [-1.83930, 5.91195, -0.43929], [-1.70530, 6.14095, 1.07671], [-1.13030, 4.84195, 1.66971], [-1.02230, 3.87895, 0.55771], [-1.57330, 4.10595, -1.59829], [-2.30330, 6.43395, -1.32929], [-1.98430, 7.07895, 1.58371], [-0.93130, 4.62195, 2.64071], [-0.84230, 2.74895, 0.59571], [3.43470, -1.60605, 0.33571], [4.09470, -1.15405, -0.63029], [5.52270, -1.63905, -0.36229], [5.54570, -2.18205, 1.04771], [4.03570, -2.13905, 1.43571], [2.50070, -1.40405, 0.25971], [3.70670, -0.74005, -1.62029], [6.23970, -1.56005, -1.10129], [6.37470, -2.53705, 1.59671], [3.46670, -2.53205, 2.20971], [0.17970, -5.38505, 1.63771], [1.16670, -4.61205, 1.11171], [2.45970, -5.43205, 1.25871], [2.03470, -6.68605, 1.90371], [0.57470, -6.55105, 2.15371], [-0.79730, -5.06105, 1.60271], [1.13670, -3.77705, 0.62071], [3.45570, -5.03005, 1.03071], [2.66870, -7.50605, 2.11971], [-0.04630, -7.32705, 2.60971], [-5.71030, 0.57695, -2.03229], [-6.73430, -0.04905, -2.70029], [-6.39830, -1.46605, -2.92929], [-4.91230, -1.65005, -2.54129], [-4.61030, -0.23305, -1.92029], [-5.69630, 1.44895, -1.58629], [-7.55230, 0.51195, -2.93229], [-6.81130, -2.25805, -3.54629], [-4.21230, -2.29405, -2.63529], [-3.59630, 0.01995, -1.63429], [2.11070, 1.66995, -2.15929], [1.75070, 1.22295, -3.46429], [2.17870, 2.30795, -4.35829], [2.60470, 3.54395, -3.50929], [2.69270, 2.94495, -2.06629], [1.79170, 1.23195, -1.31129], [1.45770, 0.31695, -3.68929], [2.27970, 2.32095, -5.38529], [2.84070, 4.58595, -3.94329], [2.75570, 3.54295, -1.19529], [1.66170, -2.38505, -3.82929], [2.54370, -2.56805, -2.88329], [3.87770, -2.00905, -3.30729], [3.62670, -1.38505, -4.61129], [2.15870, -1.70905, -4.93229], [0.78070, -2.75705, -3.58229], [2.20970, -3.03705, -2.01829], [4.63370, -2.19805, -2.67429], [4.36470, -0.96105, -5.11629], [1.60470, -1.36305, -5.83829], [-3.58430, -1.22305, 4.18971], [-4.22230, -2.12205, 4.90571], [-3.20630, -3.00505, 5.61471], [-1.81930, -2.37205, 5.14971], [-2.12830, -1.21005, 4.27471], [-3.98430, -0.48805, 3.67271], [-5.26230, -1.92605, 5.14971], [-3.52930, -3.69805, 6.18371], [-0.85430, -2.63505, 5.18471], [-1.57030, -0.45105, 3.73871], [3.09070, 1.33795, 4.17571], [1.69670, 1.20495, 4.00371], [1.13370, 0.95595, 5.30371], [2.19470, 1.19895, 6.34271], [3.49070, 1.40895, 5.58571], [3.55570, 1.27295, 3.34871], [1.39670, 0.99595, 3.04671], [0.01570, 0.77895, 5.60471], [2.27470, 1.26395, 7.51371], [4.48670, 1.70395, 5.61971], [-5.31130, 0.37495, 2.14671], [-4.08730, 0.68595, 1.65271], [-3.70430, 1.98695, 2.35871], [-4.90530, 2.35995, 3.24971], [-5.94330, 1.24795, 3.14871], [-5.68230, -0.50905, 1.83571], [-3.70330, 0.11695, 0.87271], [-2.81330, 2.40995, 2.14571], [-4.83030, 3.14295, 4.17171], [-6.92830, 0.88395, 3.41071], [-0.69730, 3.23395, -3.26829], [-1.77930, 2.35295, -2.95429], [-3.02630, 3.11495, -3.14429], [-2.58030, 4.40195, -3.71629], [-1.09730, 4.41395, -3.77729], [0.25070, 2.99295, -3.13929], [-1.68530, 1.36895, -2.67129], [-4.12630, 2.75995, -3.21729], [-3.17130, 5.35395, -4.05429], [-0.23130, 5.05595, -4.02629]],
  "total_energy_ev": -69348.3597,
  "relative_energy_kcal_mol": 0.00,
  "charge": -1,
  "homo_ev": -5.58,
  "homo_lumo_gap_ev": 7.910,
  "fmax_ev_per_a": 14.2
}

---

2.
{
  "formula": "C48H64Cl5N4O5RbS",
  "method": "wB97M-V/def2-TZVPD",
  "elements": ["Rb", "C", "C", "C", "C", "C", "C", "C", "C", "C", "C", "C", "C", "C", "C", "C", "C", "N", "C", "C", "C", "N", "C", "C", "C", "N", "C", "C", "C", "C", "C", "C", "C", "C", "C", "C", "C", "C", "N", "C", "C", "H", "H", "H", "H", "H", "H", "H", "H", "H", "H", "H", "H", "H", "H", "H", "H", "H", "H", "H", "H", "H", "H", "H", "H", "H", "H", "H", "H", "H", "H", "H", "H", "H", "H", "H", "H", "H", "H", "H", "H", "H", "H", "H", "H", "Cl", "C", "C", "Cl", "C", "Cl", "C", "O", "C", "Cl", "C", "Cl", "O", "H", "H", "O", "H", "H", "O", "H", "H", "C", "C", "C", "S", "O", "C", "C", "C", "H", "H", "H", "H", "H", "H", "H", "H", "H", "H", "H", "H", "H", "H"],
  "xyz": [[-14.03710, -12.44281, -16.19851], [-13.10777, -8.42627, -10.39047], [-12.82090, -9.94264, -10.58030], [-13.90864, -10.61083, -11.32080], [-14.79248, -11.64718, -11.04528], [-15.04523, -12.26435, -9.73821], [-15.66123, -11.35953, -8.63072], [-15.43899, -11.97100, -12.34184], [-16.48250, -12.93416, -12.44515], [-17.02697, -13.46542, -13.64320], [-17.95405, -14.57522, -13.72204], [-18.32958, -15.43439, -12.57027], [-19.79590, -15.13728, -12.03433], [-18.49239, -14.57173, -14.98551], [-17.76112, -13.51259, -15.71343], [-18.05321, -13.14350, -17.03729], [-17.48603, -12.00887, -17.73724], [-16.47147, -11.22165, -17.26648], [-16.38756, -10.16543, -18.15248], [-15.48151, -9.12064, -17.98405], [-14.59537, -8.85809, -16.87819], [-14.62227, -9.51707, -15.70131], [-13.74716, -8.91167, -14.85234], [-13.45205, -9.27145, -13.50765], [-14.04664, -10.33086, -12.75900], [-15.02105, -11.14602, -13.32390], [-13.01225, -7.85573, -15.60900], [-13.52384, -7.79394, -16.88878], [-13.18941, -6.97210, -18.08377], [-14.12011, -5.76093, -18.31659], [-11.90747, -7.09548, -15.02963], [-12.35732, -5.91978, -14.17163], [-17.27753, -10.42483, -19.28116], [-17.90859, -11.59864, -19.08438], [-18.92888, -12.31057, -19.88712], [-20.30326, -11.84822, -19.52710], [-17.37502, -9.52741, -20.40959], [-16.54745, -9.91202, -21.65553], [-16.84388, -12.93813, -14.89874], [-19.59363, -15.31218, -15.61543], [-20.88638, -14.46587, -15.87198], [-12.50529, -8.02719, -9.55285], [-12.81161, -7.89889, -11.33755], [-14.14476, -8.27025, -10.12702], [-11.83332, -10.09785, -11.04351], [-12.76183, -10.39982, -9.55929], [-15.73309, -13.15287, -9.80640], [-14.06801, -12.64587, -9.32850], [-16.68928, -11.13261, -8.87447], [-15.61219, -11.90507, -7.64268], [-15.13394, -10.41213, -8.56737], [-16.84274, -13.36645, -11.54079], [-18.29458, -16.51293, -12.84966], [-17.62099, -15.28013, -11.72158], [-20.60482, -15.33423, -12.75303], [-19.99063, -15.72002, -11.11980], [-19.84978, -14.08206, -11.74084], [-18.52638, -13.89934, -17.64592], [-15.43879, -8.33374, -18.72515], [-12.57278, -8.76179, -13.10658], [-12.17826, -6.58670, -17.98206], [-13.28582, -7.54095, -19.02629], [-14.19863, -5.11088, -17.44022], [-13.84940, -5.16940, -19.19482], [-15.14968, -6.09718, -18.48250], [-11.24244, -7.73574, -14.39394], [-11.22107, -6.70543, -15.83469], [-12.89129, -6.27214, -13.26026], [-11.47762, -5.37121, -13.79976], [-13.00826, -5.19052, -14.69832], [-18.73747, -12.21096, -20.96851], [-18.78290, -13.39683, -19.67336], [-20.48108, -10.79440, -19.89191], [-20.99351, -12.54791, -19.97799], [-20.38181, -11.84696, -18.42981], [-18.42090, -9.42254, -20.69878], [-17.08021, -8.52710, -20.04294], [-16.80506, -10.92328, -22.05491], [-16.69832, -9.16936, -22.45946], [-15.44369, -9.88578, -21.42135], [-19.27447, -15.78928, -16.57823], [-19.98455, -16.07673, -14.91938], [-20.74088, -13.71984, -16.65928], [-21.66363, -15.12141, -16.21767], [-21.23972, -13.98147, -14.93344], [-8.29365, -18.14065, -12.94222], [-9.22973, -16.83364, -13.58528], [-10.45455, -16.48018, -13.03647], [-11.20662, -17.53990, -11.85686], [-11.06815, -15.27611, -13.41623], [-12.45743, -14.66789, -12.66737], [-10.53851, -14.45123, -14.49101], [-11.00557, -13.30242, -14.81395], [-9.35458, -14.98892, -15.21568], [-9.00132, -14.27898, -16.68471], [-8.72298, -16.14455, -14.71650], [-7.27027, -16.67444, -15.48382], [-14.33844, -15.06638, -16.42253], [-14.78549, -15.34811, -17.25039], [-14.25341, -15.94272, -15.98024], [-11.32620, -11.92942, -16.98660], [-11.00256, -12.51133, -16.26396], [-10.58916, -11.84468, -17.65113], [-10.98189, -11.07604, -13.31598], [-11.14612, -11.92358, -13.81443], [-11.38937, -10.36664, -13.92745], [-12.19977, -10.65859, -20.99447], [-12.64719, -11.81785, -21.99343], [-13.42319, -13.04554, -21.47138], [-12.68241, -13.80590, -19.89109], [-13.75483, -14.16747, -18.89241], [-11.94451, -15.40874, -20.42163], [-11.90259, -16.42396, -19.24879], [-12.95790, -17.51668, -19.26934], [-11.74376, -9.87042, -21.61089], [-11.42451, -10.99878, -20.31197], [-13.08472, -10.31573, -20.37802], [-11.70743, -12.19973, -22.46470], [-13.23914, -11.44125, -22.82269], [-13.38100, -13.80081, -22.26243], [-14.41594, -12.71166, -21.13654], [-10.95139, -15.17790, -20.86745], [-12.60313, -15.76649, -21.24275], [-11.88057, -15.83327, -18.30501], [-10.92563, -16.93007, -19.44418], [-14.03238, -17.17309, -19.29250], [-12.87370, -18.16621, -18.36829], [-12.76462, -18.13889, -20.15954]],
  "total_energy_ev": -141115.5181,
  "relative_energy_kcal_mol": 0.00,
  "charge": -2,
  "homo_ev": -0.82,
  "homo_lumo_gap_ev": 4.044,
  "fmax_ev_per_a": 3.7
}

---

3.
{
  "formula": "C48H68CsN4P3Si2",
  "method": "wB97M-V/def2-TZVPD",
  "elements": ["Cs", "C", "Si", "C", "C", "N", "P", "C", "P", "N", "Si", "C", "C", "C", "C", "C", "C", "C", "C", "C", "C", "C", "C", "C", "C", "C", "C", "C", "C", "C", "C", "C", "C", "C", "C", "C", "C", "C", "H", "H", "H", "H", "H", "H", "H", "H", "H", "H", "H", "H", "H", "H", "H", "H", "H", "H", "H", "H", "H", "H", "H", "H", "H", "H", "H", "H", "H", "H", "H", "H", "H", "H", "H", "H", "H", "H", "N", "C", "N", "C", "C", "C", "C", "C", "C", "H", "H", "H", "H", "H", "H", "C", "C", "C", "P", "C", "C", "C", "C", "C", "C", "H", "H", "H", "H", "H", "H", "H", "H", "H", "H", "H", "H", "H", "H", "H", "H", "H", "H", "H", "H", "H", "C", "H", "H", "H"],
  "xyz": [[0.24960, -2.29350, -0.57391], [-3.26413, -1.42276, 4.10153], [-2.10550, 0.06768, 3.98573], [-1.27362, 0.14792, 5.69407], [-3.24233, 1.58973, 3.95303], [-1.11917, -0.07926, 2.64397], [0.25583, 0.59067, 2.19939], [0.82980, 0.17718, 0.70386], [2.28313, 0.51349, -0.00783], [2.57180, -0.32420, -1.33593], [3.91018, -0.47131, -2.33537], [4.99145, 1.07765, -2.58191], [5.10987, -1.81283, -1.74652], [3.37191, -1.00301, -4.07008], [2.37268, 2.31805, -0.41174], [2.68411, 3.29849, 0.52960], [2.55560, 4.64896, 0.23466], [2.09705, 5.04803, -1.01339], [1.77067, 4.08357, -1.95904], [1.90999, 2.73576, -1.65779], [3.80049, 0.23954, 1.01740], [3.86626, -0.96899, 1.71121], [5.01261, -1.34842, 2.38787], [6.13086, -0.52227, 2.38272], [6.08676, 0.67754, 1.68848], [4.93201, 1.05138, 1.00814], [-0.04884, 2.41795, 2.35886], [0.03947, 3.14588, 3.54434], [-0.31588, 4.48937, 3.59206], [-0.78311, 5.12740, 2.45050], [-0.88158, 4.41232, 1.26283], [-0.50961, 3.07751, 1.21971], [1.48465, 0.26406, 3.54049], [1.46112, -0.98900, 4.14977], [2.42502, -1.35308, 5.07900], [3.43731, -0.46531, 5.42045], [3.48155, 0.78313, 4.81585], [2.51714, 1.13659, 3.88166], [-3.95859, -1.32817, 4.94372], [-2.69002, -2.34478, 4.23204], [-3.85400, -1.52891, 3.18760], [-2.03567, 0.36506, 6.45180], [-0.50367, 0.92165, 5.75500], [-0.79554, -0.80025, 5.95405], [-3.94115, 1.57826, 4.79744], [-3.82793, 1.62018, 3.03054], [-2.66238, 2.51631, 4.00036], [5.80591, 1.10276, -1.85210], [4.42296, 2.00520, -2.48050], [5.43903, 1.06253, -3.58233], [5.52615, -1.54711, -0.76943], [5.94206, -1.94969, -2.44672], [4.59397, -2.77146, -1.63692], [2.92723, -0.16915, -4.62213], [2.62030, -1.79621, -3.99886], [4.21886, -1.38292, -4.65222], [3.01966, 3.00505, 1.51758], [2.79192, 5.38878, 0.99094], [1.98622, 6.10122, -1.24514], [1.41058, 4.38392, -2.93780], [1.66504, 1.97657, -2.39096], [2.99184, -1.61033, 1.72076], [5.03148, -2.28832, 2.92705], [7.02975, -0.81617, 2.91280], [6.95629, 1.32586, 1.66531], [4.92525, 1.98163, 0.45263], [0.38503, 2.66062, 4.44993], [-0.23410, 5.03510, 4.52600], [-1.06529, 6.17379, 2.48469], [-1.23305, 4.90103, 0.36059], [-0.55037, 2.52058, 0.28947], [0.66651, -1.67828, 3.88516], [2.38562, -2.33536, 5.53706], [4.19559, -0.75106, 6.14080], [4.27755, 1.47869, 5.05700], [2.56997, 2.11052, 3.41003], [0.13838, -2.29746, -6.10312], [-0.41675, -2.60060, -4.88296], [-0.50982, -1.57663, -4.09561], [0.02033, -0.51883, -4.81216], [0.18330, 0.80759, -4.42353], [0.77087, 1.67168, -5.32582], [1.18711, 1.22939, -6.59238], [1.02957, -0.08475, -6.99208], [0.44081, -0.95014, -6.07541], [0.37593, -2.95619, -6.82090], [-0.71566, -3.60809, -4.62918], [-0.12521, 1.12238, -3.43463], [0.93277, 2.70605, -5.04836], [1.65369, 1.93563, -7.26847], [1.36368, -0.42055, -7.96607], [-5.14876, -0.37242, 0.95942], [-3.74878, -0.43148, 0.34864], [-3.24339, 0.95949, -0.04128], [-3.39084, -1.57698, -1.06352], [-4.26738, -0.86922, -2.55260], [-4.11633, -1.86398, -3.70505], [-5.70167, -0.34673, -2.45908], [-4.21678, -3.20474, -0.68384], [-5.73599, -3.34954, -0.77410], [-3.69201, -3.69444, 0.66934], [-5.16951, 0.37014, 1.76286], [-5.44024, -1.32680, 1.39974], [-5.91224, -0.09352, 0.23179], [-3.05211, -0.78285, 1.11950], [-3.92942, 1.45904, -0.73448], [-2.25458, 0.89978, -0.50488], [-3.13639, 1.58331, 0.84817], [-3.63061, -0.00909, -2.79052], [-4.72594, -2.75740, -3.54244], [-3.07691, -2.17506, -3.81391], [-4.43949, -1.40985, -4.64751], [-6.40266, -1.10483, -2.11080], [-6.03765, -0.01355, -3.44812], [-5.77279, 0.50786, -1.78707], [-3.77222, -3.87069, -1.43200], [-6.25826, -2.64503, -0.12574], [-6.02731, -4.35963, -0.46634], [-6.10082, -3.20182, -1.79146], [-4.07585, -3.09338, 1.49656], [-2.60094, -3.67545, 0.70583], [-3.99650, -4.73118, 0.83347], [-0.39253, -5.82140, -0.80213], [0.49181, -6.42271, -0.53347], [-0.64856, -6.05938, -1.85107], [-1.23355, -6.15895, -0.17206]],
  "total_energy_ev": -101012.8623,
  "relative_energy_kcal_mol": 20.05,
  "charge": -2,
  "homo_ev": -0.19,
  "homo_lumo_gap_ev": 3.685,
  "fmax_ev_per_a": 1.0
}